# 1
A cluster of 2 separate species, C3H9N4 in total at a distorted geometry, computed with ωB97M-V with the def2-TZVPD basis set.

```
16
Properties=species:S:1:pos:R:3:lowdin_charge:R:1
C -0.0489 1.9074 0.4208 -0.0072
C 1.1536 1.1469 -0.1052 -0.0255
C -0.4408 -0.1534 0.8009 -0.1273
N -0.9063 1.1168 0.9201 0.1125
N 0.7846 -0.2269 0.2975 -0.1446
N -1.7288 -1.0758 -0.8173 -0.0088
N 1.6789 -1.2217 0.1722 0.1188
H -0.0870 2.9306 0.3447 0.1119
H 1.1745 1.0558 -1.1713 0.1414
H 2.0833 1.6075 0.3148 0.1680
H -1.0487 -0.9770 1.3865 0.1951
H -2.0551 -1.0175 -1.8517 0.0974
H -2.4185 -1.7430 -0.3619 0.0787
H -2.1377 -0.1258 -0.5409 0.0526
H 1.9141 -1.5125 -0.7542 0.1159
H 2.0829 -1.7114 0.9451 0.1214
```

Summary:
Multiplicity: 1
Relative energy (zero: lowest compared OMol25 entry of this formula, charge and spin): 3.617 eV
Net charge: +1
Frontier orbital gap: 9.277 eV

# 2
A structure of composition C16H20F5O5SeZr, computed with ωB97M-V with the def2-TZVPD basis set.

```
48
Properties=species:S:1:pos:R:3:lowdin_charge:R:1
Zr -0.1858 0.2838 -0.3526 1.7332
C 1.8828 -2.0219 -1.1907 -0.0672
C 2.6437 -1.1895 -0.1873 -0.0554
O 1.9862 0.1222 -0.1415 -0.3126
C 2.7426 1.3513 -0.3547 -0.0736
C 2.2683 1.9228 -1.6708 -0.0585
O 0.8155 1.6975 -1.7045 -0.3211
C 0.0270 2.6718 -2.4614 -0.0723
C -1.1816 1.9186 -2.9551 -0.0704
O -1.6093 1.0630 -1.8447 -0.3146
C -2.8856 0.3786 -2.0895 -0.0678
C -3.1750 -0.4127 -0.8389 -0.0758
O -1.9175 -1.0432 -0.4500 -0.3147
C -1.7385 -2.4982 -0.5220 -0.0559
C -0.5106 -2.7433 -1.3661 -0.0672
O 0.4709 -1.7504 -0.9316 -0.3014
H 2.0807 -3.0824 -1.0353 0.1620
H 2.1010 -1.7557 -2.2252 0.1553
H 3.6824 -1.0602 -0.4863 0.1606
H 2.5991 -1.6050 0.8172 0.1503
H 3.8113 1.1444 -0.3591 0.1615
H 2.5078 2.0087 0.4814 0.1469
H 2.6893 1.4196 -2.5405 0.1578
H 2.4678 2.9925 -1.7249 0.1628
H 0.6188 3.0433 -3.2967 0.1638
H -0.2263 3.4924 -1.7898 0.1576
H -0.9546 1.2725 -3.8038 0.1576
H -1.9917 2.6006 -3.2104 0.1648
H -2.7545 -0.2508 -2.9712 0.1569
H -3.6587 1.1240 -2.2749 0.1654
H -3.9437 -1.1651 -1.0062 0.1625
H -3.4714 0.2279 -0.0091 0.1450
H -2.6221 -2.9490 -0.9703 0.1605
H -1.6220 -2.8549 0.4990 0.1526
H -0.6880 -2.6086 -2.4334 0.1547
H -0.1153 -3.7425 -1.1838 0.1617
F 0.7132 -1.3524 6.2294 0.2088
C 0.3657 -0.6309 5.1958 -0.1054
C 0.4089 -1.1899 3.9193 -0.1319
F 0.7929 -2.4390 3.7168 0.1636
C 0.0362 -0.3855 2.8717 -0.1843
F 0.0648 -0.9267 1.5699 -0.0759
C -0.3655 0.9226 2.9885 -0.4529
Se -0.8633 1.9280 1.4507 0.8980
C -0.4006 1.4632 4.2657 -0.2272
F -0.7823 2.7119 4.4413 0.1457
C -0.0405 0.6898 5.3671 -0.1097
F -0.0726 1.2067 6.5687 0.2064
```

Summary:
Multiplicity: 1
Relative energy (zero: lowest compared OMol25 entry of this formula, charge and spin): 0.000 eV
Net charge: +3
Frontier orbital gap: 7.032 eV

# 3
A cluster of 9 separate species, H18O9 in total at a distorted geometry, computed with ωB97M-V with the def2-TZVPD basis set.

```
27
Properties=species:S:1:pos:R:3:lowdin_charge:R:1
O 7.0219 9.0961 4.9298 -0.0836
H 6.1467 9.5106 4.6498 0.0402
H 6.9989 8.1944 4.5491 0.0257
O 4.1267 7.0049 7.5651 -0.0819
H 3.5194 7.6620 7.9165 0.0491
H 5.0934 7.2249 7.6952 0.0237
O 4.6719 10.6942 5.0298 -0.0534
H 4.1915 11.4261 4.6426 0.0520
H 4.5594 10.6548 5.9883 -0.0100
O 7.2794 5.9472 4.7144 -0.0274
H 6.3858 5.6686 4.5347 0.0088
H 7.8942 5.2889 4.4196 0.0662
O 6.9104 9.4245 7.6723 -0.0801
H 7.0036 8.4703 8.0113 0.0733
H 6.7105 9.2363 6.7489 -0.0159
O 4.6168 4.3062 3.6615 -0.1304
H 4.3104 5.2312 3.9973 0.0250
H 3.8003 3.7590 3.7151 0.0434
O 4.4131 10.5895 7.7387 -0.0740
H 4.6506 11.0618 8.5365 0.0569
H 5.2886 10.1394 7.7366 0.0031
O 4.5561 6.8079 4.7001 -0.0760
H 4.0832 7.6131 4.3764 0.0944
H 4.4908 6.8065 5.6842 0.0349
O 6.7705 6.3636 7.4095 -0.1396
H 6.4452 5.4829 7.7817 0.1044
H 7.0665 6.4972 6.4196 0.0712
```

Summary:
Multiplicity: 1
Relative energy (zero: lowest compared OMol25 entry of this formula, charge and spin): 1.644 eV
Frontier orbital gap: 11.459 eV

# 4
A cluster of 3 separate species, C20H40BBr2FINO9P in total at a distorted geometry, computed with ωB97M-V with the def2-TZVPD basis set.

```
76
Properties=species:S:1:pos:R:3:lowdin_charge:R:1
C 4.6803 0.5247 4.1294 -0.1028
C 4.7572 0.8507 2.4944 -0.2943
O 3.7829 0.0056 1.7868 -0.3770
P 3.6693 0.3991 0.0941 0.7892
O 4.9238 1.3627 -0.2193 -0.4254
C 2.0746 1.3702 -0.3595 -0.2289
C 1.0309 0.5104 -1.3249 -0.2464
C -0.3703 0.0927 -0.5833 -0.2231
B -0.2440 -1.1246 0.5149 -1.0863
I 0.3635 -0.2566 2.4854 0.8784
C 0.9795 -2.2133 0.1515 -0.3293
O 1.1259 -2.8041 -1.0414 -0.0596
N 2.0308 -2.5301 1.2058 0.0399
C 1.6300 -3.6891 2.0916 -0.2236
O 1.7540 -3.5016 3.4317 -0.0282
F 1.1676 -5.0245 1.6480 -0.0413
C -1.6474 -2.0317 0.6480 -0.5110
Br -1.7055 -4.0343 0.3098 0.5965
C -2.9747 -1.4269 1.0591 -0.6261
C -3.1586 0.1595 1.4294 -0.1690
Br -4.6165 -2.6266 1.1975 0.4814
O 3.9308 -1.0433 -0.8460 -0.3100
C 5.1680 -1.7559 -0.4177 -0.2621
C 5.2027 -3.2551 -1.1525 -0.1033
H 3.5363 0.3003 4.3559 0.0813
H 5.0672 1.5057 4.6801 0.0816
H 5.3360 -0.4226 4.3705 0.0767
H 5.8594 0.5578 2.1601 0.1240
H 4.5442 2.0112 2.3209 0.1301
H 1.5291 1.8536 0.5841 0.0829
H 2.4430 2.3075 -1.0005 0.1074
H 0.7300 1.2670 -2.1979 0.1118
H 1.6005 -0.3678 -1.8484 0.0973
H -0.8311 1.0968 -0.1475 0.0985
H -1.1002 -0.3009 -1.4411 0.1180
H 2.8539 -2.9030 0.6435 0.1156
H -4.3245 0.3189 1.6311 0.0650
H -2.6365 0.3947 2.4660 0.0492
H -2.8795 0.9080 0.5740 0.0825
H 5.1012 -1.9988 0.7481 0.1233
H 6.1559 -1.1877 -0.6839 0.1248
H 6.1597 -3.3105 -1.8495 0.0774
H 4.2543 -3.4018 -1.8241 0.0813
H 5.1751 -4.1372 -0.3518 0.0843
C -0.9940 -2.8081 -7.3217 -0.1194
O 0.0998 -2.5901 -6.4383 -0.1954
C -0.0344 -1.3703 -5.7025 -0.1917
C -0.4762 -1.6375 -4.2611 -0.1904
O -1.8198 -2.1249 -4.2111 -0.1932
C -1.8770 -3.5293 -3.9824 -0.1024
H -0.9146 -3.8227 -7.7225 0.0857
H -1.9542 -2.7118 -6.8077 0.0825
H -0.9460 -2.1004 -8.1546 0.0816
H -0.7262 -0.6829 -6.2036 0.1213
H 0.9539 -0.8996 -5.6855 0.1212
H -0.4618 -0.6919 -3.7090 0.1057
H 0.2114 -2.3308 -3.7611 0.1245
H -1.5780 -3.7488 -2.9534 0.0651
H -1.2384 -4.0773 -4.6808 0.0817
H -2.9091 -3.8581 -4.1261 0.0872
C -4.0409 2.8368 3.7882 -0.1147
O -3.6634 3.5976 2.6467 -0.1969
C -4.7564 4.3525 2.1147 -0.1942
C -4.6466 5.8314 2.4955 -0.1977
O -4.8511 6.0236 3.8979 -0.1990
C -3.6305 6.2469 4.5964 -0.1119
H -3.1348 2.4223 4.2395 0.0930
H -4.5501 3.4528 4.5343 0.0816
H -4.6888 2.0088 3.4856 0.0779
H -5.7171 3.9346 2.4378 0.1251
H -4.7014 4.2653 1.0247 0.1225
H -5.4389 6.3855 1.9813 0.1193
H -3.6827 6.2486 2.1790 0.1242
H -3.2361 7.2357 4.3449 0.0841
H -2.8872 5.4792 4.3638 0.0851
H -3.8384 6.2139 5.6687 0.0872
```

Summary:
Multiplicity: 1
Net charge: -1
Frontier orbital gap: 7.912 eV

# 5
A cluster of 2 separate species, C5H15N2O in total at a distorted geometry, computed with ωB97M-V with the def2-TZVPD basis set.

```
23
Properties=species:S:1:pos:R:3:lowdin_charge:R:1
C -0.0847 -0.3897 1.4890 -0.1084
C -0.4007 -1.2073 0.2771 -0.4382
C -0.2818 -0.6127 -1.2038 -0.1171
C 0.5975 0.5736 -1.5382 -0.3151
C 0.5254 1.4089 -2.5720 0.1011
N 1.9129 0.4985 -0.8390 0.2030
N -1.8446 -1.7196 0.3178 -0.0073
H -0.5317 0.6263 1.4721 0.0466
H 1.0071 -0.2569 1.6575 0.0715
H -0.5684 -0.8510 2.4250 0.1170
H 0.1879 -2.2214 0.2624 0.1460
H -0.1053 -1.4286 -1.9228 0.1270
H -1.3660 -0.2327 -1.3735 0.1510
H 1.3076 2.1805 -2.8021 0.0981
H -0.3992 1.2923 -3.2538 0.1302
H 2.5670 1.2261 -1.2873 0.1941
H 2.3846 -0.4224 -0.9745 0.1941
H 1.9291 0.7319 0.1750 0.1533
H -2.0302 -2.3515 -0.4640 0.0668
H -1.9134 -2.2815 1.2567 0.1222
H -1.0072 2.3514 2.2923 0.1212
H -0.6090 1.5818 3.7213 0.1367
O -1.2768 1.5039 2.8847 -0.1940
```

Summary:
Multiplicity: 1
Relative energy (zero: lowest compared OMol25 entry of this formula, charge and spin): 3.819 eV
Net charge: +1
Frontier orbital gap: 8.738 eV

# 6
A structure of composition CHLiO2Yb at a distorted geometry, computed with ωB97M-V with the def2-TZVPD basis set.

```
6
Properties=species:S:1:pos:R:3:lowdin_charge:R:1
O -3.1535 0.0558 -0.0359 0.0941
C -2.1169 0.5045 -0.0854 0.0250
H 0.6983 0.8333 0.1055 -0.0178
O 1.1858 -0.0072 -0.0220 -0.6210
Li 0.0556 -1.4371 0.0427 0.8066
Yb 3.3308 0.0507 -0.0050 1.7130
```

Summary:
Multiplicity: 1
Relative energy (zero: lowest compared OMol25 entry of this formula, charge and spin): 0.000 eV
Net charge: +2
Frontier orbital gap: 8.912 eV